[1]
The following is a quantum chemistry calculation of a 21-piece molecular cluster, C4H50NO26P3 overall, from the Open Molecules 2025 dataset.

Properties
**HOMO-LUMO gap**: 7.277 eV
**Electronic energy**: -3217.48707 Ha

Geometry as ORCA input:
```
! RIJCOSX wB97M-V def2-TZVPD def2/J DEFGRID3
* xyz 0 1
N -0.261 -0.784 -0.321
P -0.801 -0.154 -1.861
O 0.619 -0.264 -2.856
C -1.229 1.680 -1.864
C -2.777 2.147 -2.118
C -2.450 3.737 -2.008
O -2.635 4.647 -2.821
O -1.810 3.773 -0.707
C -0.850 2.644 -0.664
P -0.871 2.048 1.122
P 1.246 2.112 1.708
O 1.389 3.142 2.835
O 2.279 2.499 0.391
O 1.694 0.542 2.201
H 0.645 -1.285 -0.405
H -0.927 -1.514 -0.006
H 0.513 0.418 -3.555
H -0.711 2.167 -2.778
H -3.270 1.829 -3.086
H -3.407 1.991 -1.188
H 0.135 3.190 -0.891
H -1.499 3.043 1.944
H 2.182 1.779 -0.294
H 2.646 0.406 1.971
O 4.797 3.463 -1.133
H 5.162 4.345 -0.996
H 4.196 3.339 -0.384
O 0.242 -1.965 2.640
H 0.599 -1.077 2.789
H -0.364 -2.101 3.381
O -1.294 -3.621 -2.323
H -1.349 -4.378 -2.923
H -0.699 -3.007 -2.773
O -4.253 -0.207 -1.404
H -3.964 -1.129 -1.416
H -5.038 -0.204 -1.965
O -1.612 -1.247 5.099
H -1.255 -0.362 5.248
H -2.219 -1.382 5.840
O -4.419 -1.919 5.130
H -3.932 -2.444 4.482
H -5.161 -1.560 4.628
O 2.917 0.882 -1.868
H 2.893 0.130 -2.474
H 3.517 1.507 -2.295
O 2.479 -2.745 -0.281
H 2.151 -2.986 0.596
H 3.284 -3.266 -0.382
O -1.103 0.690 -5.267
H -0.604 0.155 -5.896
H -1.839 1.037 -5.785
O 3.698 0.107 -4.332
H 3.673 -0.645 -4.937
H 4.297 0.731 -4.759
O -6.864 -0.605 5.700
H -6.419 -0.896 6.507
H -7.197 0.274 5.920
O 6.010 -1.026 -5.133
H 5.669 -1.282 -4.267
H 6.828 -1.531 -5.223
O -4.953 0.762 3.592
H -4.593 1.645 3.739
H -5.560 0.627 4.334
O 6.370 0.450 -7.688
H 5.639 0.943 -8.079
H 6.114 0.343 -6.762
O -3.364 3.677 3.629
H -3.530 4.411 3.025
H -2.889 4.083 4.366
O -0.401 -5.995 -3.866
H -0.459 -6.749 -4.464
H 0.196 -5.385 -4.316
O -2.592 1.586 5.847
H -3.229 2.238 6.160
H -2.836 1.444 4.922
O -0.267 -3.804 5.407
H 0.177 -4.094 6.214
H -0.601 -2.921 5.627
O 2.070 -5.231 4.492
H 1.225 -4.760 4.541
H 2.729 -4.527 4.489
O 5.889 1.758 -3.250
H 6.435 2.216 -3.900
H 5.752 2.416 -2.551
*
```

Atom charges from the Löwdin analysis, given in e for atoms 1 to 5: -0.1804 0.8964 -0.3471 -0.4070 -0.0748

---

[2]
The following is a quantum chemistry calculation of C27H48AsCl3GeORbSeSi2 as an isolated structure, from the Open Molecules 2025 dataset.

Properties
**Relative energy (zero: lowest compared OMol25 entry of this formula, charge and spin)**: 0.00 kcal per mole
**HOMO-LUMO gap**: 5.638 eV
**Electronic energy**: -9830.81834 Ha

Geometry as ORCA input:
```
! RIJCOSX wB97M-V def2-TZVPD def2/J DEFGRID3
* xyz -1 1
Rb -1.184 0.895 -0.618
C -6.657 1.147 -2.638
C -5.308 0.527 -2.278
C -4.250 0.884 -3.323
C -4.874 0.925 -0.883
C -4.542 2.246 -0.587
C -4.106 2.605 0.679
C -3.988 1.663 1.698
C -3.447 2.040 3.047
C -4.339 0.350 1.408
C -4.777 -0.010 0.140
H -6.979 0.830 -3.632
H -6.590 2.238 -2.644
H -7.429 0.866 -1.920
H -5.424 -0.562 -2.275
H -4.111 1.965 -3.389
H -4.550 0.533 -4.312
H -3.276 0.445 -3.100
H -4.611 3.005 -1.359
H -3.838 3.638 0.876
H -3.920 2.948 3.426
H -2.369 2.212 2.996
H -3.593 1.235 3.764
H -4.221 -0.407 2.173
H -5.021 -1.047 -0.061
Cl 2.702 3.695 -6.917
C 1.795 2.773 -5.736
C 1.314 3.400 -4.599
C 0.603 2.653 -3.687
Cl -0.007 3.458 -2.245
C 0.319 1.262 -3.812
O -0.332 0.608 -2.944
C 0.846 0.706 -5.012
Cl 0.575 -0.993 -5.287
C 1.563 1.425 -5.945
H 1.490 4.452 -4.424
H 1.939 0.931 -6.830
C 1.421 0.915 3.617
Si 0.826 -0.871 3.519
C 0.570 -1.412 5.307
C 2.258 -1.946 2.897
As -1.111 -0.883 2.258
Si -1.292 -3.147 1.866
C -0.094 -3.848 0.591
C -3.019 -3.476 1.181
C -1.106 -4.219 3.408
H 2.412 0.973 4.081
H 0.731 1.510 4.219
H 1.473 1.365 2.625
H 1.495 -1.327 5.886
H 0.229 -2.447 5.355
H -0.196 -0.793 5.778
H 3.198 -1.604 3.347
H 2.366 -1.923 1.815
H 2.115 -2.987 3.192
H -0.182 -3.327 -0.364
H -0.306 -4.910 0.424
H 0.941 -3.758 0.924
H -3.170 -2.934 0.245
H -3.788 -3.148 1.883
H -3.165 -4.542 0.981
H -0.085 -4.187 3.791
H -1.340 -5.261 3.165
H -1.772 -3.885 4.204
C 6.026 2.365 -0.742
Ge 5.523 0.614 -0.048
C 5.654 -0.705 -1.476
C 6.736 0.113 1.402
C 3.705 0.743 0.658
Se 2.358 1.029 -0.727
C 2.008 -0.847 -1.121
H 6.987 2.324 -1.255
H 6.099 3.092 0.068
H 5.274 2.708 -1.453
H 6.660 -0.691 -1.899
H 4.947 -0.471 -2.271
H 5.451 -1.711 -1.107
H 7.769 0.087 1.052
H 6.483 -0.873 1.792
H 6.673 0.829 2.222
H 3.638 1.596 1.333
H 3.411 -0.129 1.238
H 2.922 -1.351 -1.422
H 1.293 -0.860 -1.943
H 1.574 -1.328 -0.246
*
```

Atom charges from the Löwdin analysis, given in e for atoms 1 to 5: 0.5788 -0.0681 -0.3851 -0.0539 -0.2364

---

[3]
The following is a quantum chemistry calculation of C21H53F2NO14P2Si as an isolated structure, from the Open Molecules 2025 dataset.

Properties
**HOMO-LUMO gap**: 7.540 eV
**Electronic energy**: -3111.70762 Ha

Geometry as ORCA input:
```
! RIJCOSX wB97M-V def2-TZVPD def2/J DEFGRID3
* xyz 0 1
C -4.780 -0.569 0.568
C -4.648 -0.488 -0.868
O -3.415 -0.183 -1.567
P -3.309 1.464 -1.966
O -3.931 1.608 -3.376
O -1.720 2.073 -2.082
C -0.756 1.075 -2.451
F 0.360 1.802 -3.006
F -1.180 0.180 -3.482
C -0.268 0.184 -1.193
C 0.971 0.889 -0.448
Si 2.683 0.059 -0.809
C 2.580 -1.846 -1.021
C 3.397 0.920 -2.396
C 3.823 0.590 0.675
C 4.976 1.595 0.418
C 5.834 2.029 1.634
C 5.495 1.429 3.038
C 4.328 0.410 3.273
C 3.464 -0.028 2.055
O -4.230 2.475 -0.944
P -3.268 3.288 0.211
N -2.278 2.321 1.023
O -2.374 4.538 -0.559
O -4.330 4.071 1.293
H -5.386 0.273 1.069
H -4.287 -1.396 1.175
H -5.582 -0.643 -1.531
H -0.104 -0.908 -1.476
H -1.151 0.201 -0.446
H 0.805 0.748 0.691
H 1.001 2.036 -0.594
H 2.613 -2.040 -2.163
H 1.578 -2.291 -0.669
H 3.485 -2.393 -0.571
H 3.253 2.047 -2.208
H 4.492 0.641 -2.595
H 2.786 0.667 -3.329
H 5.168 2.018 -0.630
H 6.664 2.797 1.457
H 6.131 1.791 3.908
H 4.058 -0.013 4.302
H 2.586 -0.748 2.201
H -2.597 2.423 2.004
H -2.480 4.473 -1.536
H -3.991 5.002 1.362
C -5.138 7.233 3.065
O -4.525 6.855 1.841
H -4.651 6.701 3.883
H -5.026 8.309 3.216
H -6.198 6.968 3.044
H -4.976 7.340 1.133
C 2.490 -4.020 2.120
O 3.661 -3.397 1.618
H 1.819 -4.236 1.288
H 2.756 -4.954 2.621
H 1.989 -3.349 2.824
H 4.236 -3.218 2.375
C 7.211 -0.163 -3.855
O 6.306 0.886 -3.540
H 6.668 -0.950 -4.380
H 8.008 0.217 -4.498
H 7.637 -0.571 -2.935
H 6.810 1.567 -3.077
C 5.219 -6.226 3.123
O 5.794 -5.002 3.559
H 4.504 -6.016 2.328
H 6.003 -6.885 2.740
H 4.701 -6.706 3.957
H 6.421 -5.215 4.261
C -7.197 -2.987 -3.708
O -7.254 -1.765 -2.987
H -6.589 -3.698 -3.148
H -8.205 -3.391 -3.829
H -6.744 -2.816 -4.687
H -7.797 -1.155 -3.503
C 2.983 -6.788 6.459
O 2.382 -6.231 5.300
H 3.531 -7.687 6.173
H 3.677 -6.067 6.898
H 2.211 -7.052 7.185
H 1.905 -5.439 5.580
C -3.060 -3.453 -3.084
O -1.777 -2.855 -3.159
H -2.970 -4.422 -2.591
H -3.727 -2.811 -2.502
H -3.463 -3.596 -4.089
H -1.889 -2.000 -3.596
C -5.978 7.581 -2.159
O -5.110 7.323 -1.063
H -6.670 8.375 -1.880
H -5.393 7.898 -3.025
H -6.543 6.678 -2.401
H -4.509 6.618 -1.335
*
```

Atom charges from the Löwdin analysis, given in e for atoms 1 to 5: 0.0148 -0.1865 -0.2209 0.6648 -0.2894

---

[4]
The following is a quantum chemistry calculation of a 2-piece molecular cluster, C9H14N2OS overall, from the Open Molecules 2025 dataset.

Properties
**Relative energy (zero: lowest compared OMol25 entry of this formula, charge and spin)**: 126.19 kcal per mole
**HOMO-LUMO gap**: 7.288 eV
**Electronic energy**: -934.12655 Ha

Geometry as ORCA input:
```
! RIJCOSX wB97M-V def2-TZVPD def2/J DEFGRID3
* xyz 0 1
C -2.832 0.870 1.348
C -4.048 0.200 1.229
C -1.731 0.336 0.518
C -2.119 -0.793 -0.281
C 0.587 0.200 -0.393
C -0.463 0.744 0.572
C 0.328 -1.273 -0.658
C 2.468 -2.086 0.375
C 0.944 -2.096 0.510
N -1.218 -1.630 -0.792
N 0.184 4.226 -2.412
O -1.461 -2.747 -1.318
S -3.919 -1.022 -0.071
H -2.529 1.566 2.112
H -4.890 0.309 1.807
H 0.557 0.949 -1.287
H 1.562 0.285 -0.064
H -0.186 1.633 1.103
H 0.717 -1.607 -1.580
H 2.902 -2.826 -0.416
H 2.917 -2.569 1.365
H 2.888 -1.043 0.328
H 0.823 -1.780 1.527
H 0.676 -3.145 0.356
H -0.898 4.507 -2.535
H 0.497 3.975 -3.422
H 0.803 4.982 -2.131
*
```

Atom charges from the Löwdin analysis, given in e for atoms 1 to 5: -0.1129 -0.3400 -0.2844 -0.3857 -0.1270

---

[5]
The following is a quantum chemistry calculation of a 2-piece molecular cluster, CHN3O3S overall, from the Open Molecules 2025 dataset.

Properties
**Relative energy (zero: lowest compared OMol25 entry of this formula, charge and spin)**: 184.84 kcal per mole
**HOMO-LUMO gap**: 8.833 eV
**Electronic energy**: -826.62161 Ha

Geometry as ORCA input:
```
! RIJCOSX wB97M-V def2-TZVPD def2/J DEFGRID3
* xyz 0 1
C -3.527 -0.586 0.631
N -4.046 -1.496 1.008
N -1.271 0.523 -0.483
N 2.658 0.004 0.130
O 3.774 -0.100 -0.114
O 2.094 0.042 1.131
O 1.965 0.252 -1.127
S -2.657 0.861 -0.149
H 1.009 0.499 -1.026
*
```

Atom charges from the Löwdin analysis, given in e for atoms 1 to 5: -0.4767 0.0873 -0.3966 -0.4979 0.1547

---

[6]
The following is a quantum chemistry calculation of C8H16FeO4 as an isolated structure, from the Open Molecules 2025 dataset.

Properties
**Relative energy (zero: lowest compared OMol25 entry of this formula, charge and spin)**: 31.30 kcal per mole
**HOMO-LUMO gap (spin up / spin down)**: 8.472 / 8.798 eV
**Electronic energy**: -1878.71176 Ha

Geometry as ORCA input:
```
! RIJCOSX wB97M-V def2-TZVPD def2/J DEFGRID3
* xyz 1 6
C 4.362 1.088 -0.614
H 4.456 2.123 -0.260
H 5.106 0.416 -0.180
O 1.261 3.123 -3.574
C 2.495 3.321 -4.173
C 3.421 2.123 -3.988
O 3.299 1.766 -2.595
C 4.249 0.972 -2.012
Fe 1.336 1.964 -2.073
H 2.995 4.203 -3.723
H 2.417 3.498 -5.263
H 4.466 2.370 -4.214
H 3.110 1.249 -4.580
H 4.599 0.150 -2.638
C 2.666 0.808 0.498
O 1.524 0.963 -0.301
C 0.606 -0.137 -0.216
C -0.676 0.254 -0.903
O -0.304 0.799 -2.166
C -1.380 0.922 -3.092
H 2.901 -0.235 0.729
H 0.408 -0.381 0.836
H 1.073 -0.996 -0.720
H -1.251 0.994 -0.328
H -1.301 -0.640 -1.039
H -1.018 1.531 -3.927
H -1.661 -0.073 -3.460
H -2.234 1.415 -2.609
H 2.661 1.528 1.321
*
```

Atom charges from the Löwdin analysis, given in e for atoms 1 to 5: -0.0258 0.1018 0.1034 -0.2971 -0.3131

---

[7]
The following is a quantum chemistry calculation of C39H31BrCl3F4NOPPb as an isolated structure, from the Open Molecules 2025 dataset.

Properties
**Relative energy (zero: lowest compared OMol25 entry of this formula, charge and spin)**: 8.17 kcal per mole
**HOMO-LUMO gap**: 7.634 eV
**Electronic energy**: -6522.85588 Ha

Geometry as ORCA input:
```
! RIJCOSX wB97M-V def2-TZVPD def2/J DEFGRID3
* xyz 1 1
Pb 1.384 0.030 0.201
C 2.705 -0.945 4.136
C 3.220 -1.058 2.733
C 3.880 0.021 2.149
C 4.463 -0.087 0.886
C 5.324 1.002 0.336
C 4.300 -1.275 0.171
C 3.632 -2.362 0.727
C 3.527 -3.664 -0.008
C 3.114 -2.245 2.014
H 3.397 -1.448 4.813
H 1.727 -1.410 4.260
H 2.637 0.100 4.435
H 3.994 0.938 2.712
H 6.354 0.818 0.640
H 5.032 1.977 0.716
H 5.298 1.017 -0.751
H 4.760 -1.367 -0.803
H 4.292 -4.346 0.364
H 3.679 -3.542 -1.078
H 2.556 -4.128 0.156
H 2.672 -3.113 2.482
Cl 1.470 2.475 -6.900
C 1.442 2.310 -5.186
C 1.461 1.050 -4.613
C 1.435 0.955 -3.236
Cl 1.501 -0.618 -2.496
C 1.359 2.057 -2.370
O 1.260 1.952 -1.080
C 1.370 3.314 -3.018
Cl 1.314 4.713 -2.025
C 1.408 3.446 -4.388
H 1.504 0.170 -5.234
H 1.411 4.423 -4.842
F -2.150 6.289 3.158
C -1.927 5.140 2.537
C -2.934 4.526 1.792
F -4.140 5.075 1.714
C -2.667 3.327 1.137
F -3.645 2.748 0.438
C -1.423 2.699 1.201
P -1.173 1.100 0.310
C -1.815 1.468 -1.348
C -2.421 0.481 -2.121
C -2.754 0.746 -3.437
C -2.453 1.975 -4.002
C -1.848 2.956 -3.236
C -1.528 2.706 -1.914
C -2.359 0.019 1.194
C -3.655 -0.271 0.786
C -4.393 -1.220 1.475
C -3.853 -1.879 2.566
C -2.570 -1.570 2.994
C -1.829 -0.627 2.311
C -0.440 3.312 1.974
Br 1.254 2.523 2.239
C -0.683 4.515 2.630
F 0.271 5.074 3.364
H -2.656 -0.482 -1.690
H -3.263 -0.003 -4.024
H -2.687 2.163 -5.039
H -1.632 3.922 -3.666
H -1.045 3.471 -1.324
H -4.097 0.245 -0.052
H -5.399 -1.448 1.154
H -4.429 -2.628 3.090
H -2.148 -2.072 3.852
H -0.825 -0.382 2.635
C -2.548 -5.573 0.123
C -1.687 -4.360 0.109
C -0.871 -4.024 1.184
C -0.114 -2.871 1.131
N -0.095 -2.057 0.078
C -0.856 -2.382 -0.965
C -1.669 -3.496 -0.983
H -2.195 -6.301 0.846
H -2.583 -6.035 -0.860
H -3.562 -5.289 0.399
H -0.823 -4.662 2.052
H 0.514 -2.584 1.960
H -0.800 -1.724 -1.821
H -2.272 -3.699 -1.852
*
```

Atom charges from the Löwdin analysis, given in e for atoms 1 to 5: 1.1920 -0.0318 -0.3168 -0.1017 -0.3344

---

[8]
The following is a quantum chemistry calculation of one molecule with the formula C4H6N2, from the Open Molecules 2025 dataset.

Properties
**Relative energy (zero: lowest compared OMol25 entry of this formula, charge and spin)**: 55.48 kcal per mole
**HOMO-LUMO gap**: 7.480 eV
**Electronic energy**: -265.44716 Ha

Geometry as ORCA input:
```
! RIJCOSX wB97M-V def2-TZVPD def2/J DEFGRID3
* xyz 0 1
N 2.189 0.100 0.185
C 0.919 0.268 0.132
C -0.105 1.227 0.109
C -1.341 0.588 -0.171
C -1.239 -0.761 -0.283
N 0.166 -1.077 0.022
H 0.659 -1.649 -0.663
H 2.666 0.996 0.234
H 0.052 2.291 0.213
H -2.282 1.116 -0.292
H -1.952 -1.559 -0.415
H 0.268 -1.540 0.929
*
```

Atom charges from the Löwdin analysis, given in e for atoms 1 to 5: 0.0631 -0.4297 -0.0956 -0.1305 -0.1381